Record 1
The following is a quantum chemistry calculation of a 8-piece molecular cluster, C35H72O27PS overall at a distorted geometry, from the Open Molecules 2025 dataset.

The geometry in XYZ format:
```
136
Properties=species:S:1:pos:R:3:lowdin_charge:R:1
C -9.26296 5.73995 1.52701 -0.061
C -8.83892 4.52045 0.72314 -0.279
O -7.40586 4.48884 0.70445 -0.202
P -6.63013 3.41179 -0.20201 0.486
O -5.49827 4.07533 -0.86662 -0.284
C -6.07659 2.08562 0.89921 -0.207
C -6.54927 2.29659 2.34666 -0.260
C -5.98600 1.22638 3.29321 -0.243
S -7.25258 0.31649 4.21366 0.388
O -6.80651 -1.07217 4.10640 -0.404
O -7.19452 0.85452 5.56426 -0.388
O -8.51476 0.58405 3.50577 -0.403
O -7.62999 2.81064 -1.30089 -0.209
C -8.54889 1.76803 -0.88740 -0.268
C -9.92912 2.05933 -1.47338 -0.067
H -9.24519 5.51547 2.59073 0.077
H -8.50941 6.51021 1.36999 0.078
H -10.24428 6.09635 1.22872 0.071
H -9.22813 3.62968 1.22244 0.113
H -9.24775 4.55823 -0.28446 0.106
H -4.99029 2.15215 0.88877 0.096
H -6.36068 1.09416 0.55000 0.098
H -7.63616 2.27032 2.37580 0.074
H -6.22343 3.27171 2.69967 0.108
H -5.34176 1.71036 4.02398 0.089
H -5.35754 0.53030 2.74324 0.068
H -8.58606 1.65084 0.19423 0.105
H -8.18033 0.83590 -1.31399 0.117
H -10.42647 1.16081 -1.82378 0.072
H -9.76472 2.70752 -2.33290 0.079
H -10.51776 2.61241 -0.74664 0.064
C 0.00976 -0.18054 -1.21306 -0.055
C 0.15623 0.82690 -0.09305 -0.213
O -1.02420 0.87091 0.71708 0.041
C -1.16331 -0.12693 1.59167 -0.615
O -0.38573 -1.03580 1.76189 0.099
O -2.31032 0.04588 2.23132 0.012
C -2.64807 -0.98740 3.16636 -0.017
H -0.89349 0.02211 -1.78974 0.085
H 0.87172 -0.14273 -1.88080 0.070
H -0.07483 -1.19348 -0.82030 0.073
H 0.27467 1.82586 -0.50879 0.127
H 1.03430 0.62159 0.51993 0.102
H -1.83923 -1.15984 3.87311 0.093
H -2.88591 -1.90838 2.63758 0.103
H -3.53068 -0.64849 3.70105 0.088
C 3.53703 -2.68602 0.44989 -0.050
C 4.84439 -2.10328 -0.03234 -0.188
O 5.51500 -2.99594 -0.94763 0.023
C 5.03516 -3.02317 -2.18241 -0.599
O 4.11713 -2.36755 -2.60091 0.110
O 5.73225 -3.91748 -2.90253 -0.022
C 5.22642 -4.07210 -4.23415 -0.028
H 3.69570 -3.67961 0.87120 0.085
H 3.08800 -2.04683 1.20986 0.079
H 2.82733 -2.78872 -0.37015 0.075
H 5.53633 -1.97186 0.79687 0.127
H 4.70229 -1.12880 -0.49898 0.119
H 5.15703 -3.11187 -4.73893 0.090
H 4.25163 -4.55588 -4.21382 0.101
H 5.93635 -4.70787 -4.75644 0.095
C 4.80424 0.42354 -3.90458 -0.060
C 3.58945 1.30804 -4.07054 -0.199
O 3.35180 2.08743 -2.88818 0.034
C 4.14055 3.14631 -2.72634 -0.613
O 5.00658 3.51543 -3.47737 0.121
O 3.80824 3.73021 -1.57387 0.004
C 4.61798 4.85312 -1.22109 -0.040
H 4.70539 -0.18430 -3.01016 0.053
H 4.91786 -0.23544 -4.76568 0.080
H 5.70960 1.02311 -3.80627 0.079
H 2.69462 0.70209 -4.20038 0.122
H 3.67927 1.96000 -4.93931 0.123
H 4.65306 5.57818 -2.03105 0.094
H 5.62586 4.52657 -0.96866 0.097
H 4.15222 5.30202 -0.34876 0.094
C -13.72936 7.12593 -4.39773 -0.067
C -12.81465 5.92540 -4.28399 -0.211
O -13.04460 5.19324 -3.07138 0.038
C -14.11574 4.40397 -3.07391 -0.614
O -14.88124 4.24518 -3.99079 0.118
O -14.20457 3.82326 -1.87824 0.007
C -15.35990 2.99952 -1.70788 -0.039
H -13.64098 7.75547 -3.51147 0.081
H -13.46945 7.71586 -5.27672 0.079
H -14.77017 6.81683 -4.48491 0.073
H -11.77625 6.24621 -4.22977 0.123
H -12.91517 5.26180 -5.14231 0.123
H -15.43875 2.26750 -2.50825 0.095
H -16.25873 3.61331 -1.67164 0.097
H -15.23098 2.48859 -0.75836 0.094
C 1.81066 0.66598 4.12041 -0.051
C 2.38183 1.56265 3.04508 -0.205
O 2.99392 2.73805 3.60540 0.046
C 4.20530 2.56026 4.11803 -0.613
O 4.83785 1.53496 4.12820 0.118
O 4.61896 3.72772 4.62098 0.003
C 5.89079 3.67040 5.26673 -0.046
H 1.13067 1.22994 4.76045 0.088
H 1.26376 -0.16405 3.67178 0.068
H 2.59779 0.25922 4.75509 0.076
H 1.57725 1.92806 2.40983 0.116
H 3.09447 1.03313 2.41244 0.120
H 6.64235 3.23451 4.61207 0.093
H 5.82134 3.09405 6.18816 0.098
H 6.16090 4.69636 5.50019 0.091
C 12.96702 -2.71270 -3.06878 -0.067
C 12.86637 -3.40558 -1.72684 -0.216
O 11.56860 -3.24384 -1.13879 0.035
C 10.61350 -4.03215 -1.63735 -0.612
O 10.76239 -4.86283 -2.49796 0.119
O 9.47523 -3.74723 -1.01523 0.018
C 8.33377 -4.47438 -1.49475 -0.027
H 12.68341 -1.66360 -2.97646 0.082
H 13.98737 -2.77024 -3.44831 0.079
H 12.30166 -3.17504 -3.79655 0.074
H 13.55897 -2.95670 -1.01702 0.121
H 13.10872 -4.46523 -1.80494 0.122
H 8.52874 -5.54632 -1.49140 0.086
H 8.07037 -4.14496 -2.49246 0.090
H 7.51297 -4.26048 -0.82323 0.083
C 8.27046 -8.13792 0.17323 -0.066
C 8.54284 -7.18805 1.31981 -0.206
O 7.42848 -7.11846 2.22178 0.042
C 7.31278 -8.13752 3.06982 -0.612
O 8.05964 -9.07801 3.16108 0.120
O 6.22333 -7.93514 3.81107 0.007
C 5.93124 -8.98698 4.73313 -0.040
H 7.34012 -7.86823 -0.32916 0.082
H 9.08616 -8.10198 -0.54961 0.080
H 8.17016 -9.16211 0.53027 0.074
H 8.67876 -6.17629 0.94148 0.110
H 9.44810 -7.46135 1.86105 0.125
H 6.79425 -9.20997 5.35637 0.094
H 5.61693 -9.88151 4.19763 0.098
H 5.11500 -8.62974 5.35384 0.093
```

Values from the calculation:
Orbital gap   6.9 eV
Lowest unoccupied orbital energy   1.573 eV
Net charge   -1
M   987.98 u
E_tot   -112875.2892 eV
HOMO level   -0.196 Eh

---

Record 2
The following is a quantum chemistry calculation of a 4-piece molecular cluster, C35H74ClN3O6PS2 overall, from the Open Molecules 2025 dataset.

The geometry in XYZ format:
```
122
Properties=species:S:1:pos:R:3:mulliken_spin:R:1
C 1.80805 5.06676 0.69165 0.000
C 1.03626 5.29826 1.99039 0.000
C 1.09691 4.16438 3.02612 0.000
Cl 2.71501 3.35898 2.99147 0.000
P -0.37143 2.90735 2.73943 0.000
C -1.52581 4.03290 3.60042 0.004
S -2.11630 1.51116 2.06199 0.001
C 0.25740 1.57252 3.81856 0.001
C 1.08500 0.44807 3.18162 0.000
C 0.27553 -0.65492 2.50428 0.000
C 1.20384 -1.79052 2.06454 0.000
S 0.86390 -2.58581 0.49568 0.000
O 0.76392 -3.99443 0.70887 0.000
O 1.75603 -2.09224 -0.51625 0.000
O -0.58839 -2.01583 0.16145 0.000
H 1.50604 5.80532 -0.05237 0.000
H 2.88246 5.15355 0.84401 0.000
H 1.61806 4.07512 0.27563 0.000
H 1.36829 6.23254 2.44934 0.000
H -0.01700 5.45199 1.72837 0.000
H 1.04494 4.57549 4.03407 0.000
H -0.06891 2.99465 1.37012 0.000
H -2.51292 3.58866 3.68197 0.011
H -1.57295 4.99363 3.08999 0.002
H -1.12106 4.19922 4.60118 -0.003
H -2.81832 2.47737 1.44776 0.000
H 0.86726 2.08070 4.56831 0.000
H -0.62212 1.15591 4.31628 -0.001
H 1.80104 0.86044 2.46801 0.000
H 1.68281 0.00823 3.98670 0.000
H -0.47916 -1.04274 3.19185 0.000
H -0.26758 -0.25696 1.64892 0.000
H 1.23875 -2.62082 2.76899 0.000
H 2.22033 -1.41554 1.92284 0.000
H -0.65683 -1.85413 -0.78734 0.000
C 7.24826 -5.47906 -2.26107 0.022
C 6.36253 -5.92580 -3.42512 -0.012
C 6.31675 -4.87730 -4.54947 0.032
C 5.48193 -3.64814 -4.20924 -0.012
C 4.06896 -4.05029 -3.80155 0.035
C 4.04791 -5.03778 -2.62553 -0.024
N 4.94870 -6.18941 -2.98742 0.424
O 4.36937 -7.14366 -3.61081 0.520
C 4.45102 -4.33628 -1.32762 0.047
C 2.63860 -5.59104 -2.42937 -0.004
C 6.94198 -7.23063 -3.96289 0.000
H 6.83650 -4.66820 -1.67329 -0.001
H 7.43233 -6.32018 -1.59095 -0.007
H 8.20823 -5.14860 -2.66120 0.001
H 5.89764 -5.35635 -5.43953 0.002
H 7.34476 -4.59314 -4.79032 0.001
H 5.96149 -3.06367 -3.41889 0.000
H 5.43322 -2.99593 -5.08396 0.001
H 3.47660 -3.17431 -3.52051 0.002
H 3.57108 -4.52351 -4.65420 -0.005
H 4.66254 -5.05121 -0.53111 -0.025
H 3.60221 -3.72674 -1.02068 0.005
H 5.30004 -3.66489 -1.43129 0.002
H 2.24958 -6.03055 -3.34352 0.005
H 1.99155 -4.77162 -2.11079 0.000
H 2.62853 -6.35467 -1.65136 -0.008
H 6.85885 -8.02192 -3.21855 -0.004
H 7.99945 -7.06723 -4.18349 0.000
H 6.43471 -7.55795 -4.86580 0.003
C -2.55375 -0.30416 -6.38912 0.021
C -1.05962 -0.13116 -6.66630 -0.017
C -0.49809 -1.27431 -7.52786 0.032
C -0.34529 -2.59111 -6.77573 -0.012
C 0.50932 -2.40481 -5.52729 0.033
C -0.04128 -1.32546 -4.58493 -0.010
N -0.25408 -0.07548 -5.39717 0.423
O 0.75835 0.70329 -5.44268 0.523
C -1.32171 -1.80723 -3.89543 0.047
C 0.97411 -1.00998 -3.49425 -0.005
C -0.88375 1.19734 -7.39527 0.000
H -2.79474 -1.11568 -5.71351 -0.002
H -2.96259 0.61551 -5.96797 -0.008
H -3.06210 -0.49827 -7.33482 0.000
H 0.48130 -0.96388 -7.90405 0.001
H -1.15194 -1.39775 -8.39526 0.000
H -1.32538 -3.00398 -6.51919 -0.001
H 0.13122 -3.32357 -7.43038 0.001
H 0.59674 -3.33987 -4.96614 0.000
H 1.52070 -2.11124 -5.82521 -0.003
H -1.84440 -0.97877 -3.41426 -0.019
H -1.03212 -2.53496 -3.13348 0.000
H -2.01491 -2.32145 -4.55549 0.000
H 1.94723 -0.75285 -3.90345 0.007
H 1.08638 -1.89197 -2.86336 0.000
H 0.64132 -0.17691 -2.87274 -0.012
H -1.15406 2.02951 -6.74608 -0.004
H -1.54871 1.19933 -8.26193 0.000
H 0.13917 1.34421 -7.72943 0.004
C -5.44048 5.91980 5.08758 0.018
C -5.59186 4.40166 4.98329 -0.017
C -6.88585 3.90246 5.64643 0.031
C -6.84334 3.92663 7.16955 -0.017
C -5.64756 3.13784 7.69098 0.030
C -4.31218 3.64077 7.12721 0.004
N -4.43994 3.67302 5.62482 0.359
O -4.12585 2.57558 5.04755 0.547
C -3.94526 5.00405 7.71737 0.017
C -3.18769 2.66701 7.46874 0.005
C -5.60740 4.04726 3.49862 0.012
H -5.22932 6.28256 6.08592 -0.002
H -4.63815 6.25976 4.43030 -0.006
H -6.36915 6.38534 4.75432 0.000
H -7.06185 2.87599 5.31164 0.000
H -7.71436 4.50981 5.27280 0.003
H -6.82143 4.95638 7.53796 -0.001
H -7.76203 3.48343 7.55878 0.001
H -5.59651 3.17954 8.78261 0.004
H -5.76172 2.08660 7.41013 0.000
H -3.14590 5.47582 7.14416 -0.006
H -3.58503 4.84408 8.73416 0.001
H -4.78336 5.69238 7.78303 0.001
H -3.41680 1.65811 7.13930 0.005
H -3.04578 2.66843 8.55067 0.000
H -2.25517 2.97718 6.99475 -0.003
H -4.64734 4.28095 3.03849 -0.005
H -6.37888 4.64965 3.01374 0.001
H -5.81550 2.99439 3.33257 0.005
```

Values from the calculation:
Multiplicity   4
Orbital gap (alpha / beta)   8.0 / 8.6 eV
Lowest unoccupied orbital energy (alpha / beta)   0.430 / 0.327 eV
M   763.55 u
E_tot   -97727.2159 eV
Expectation value of S²   3.76
HOMO level (alpha / beta)   -0.277 / -0.303 Eh